62
Properties=species:S:1:pos:R:3:forces:R:3 method="wB97M-V/def2-TZVPD" gap_ev=8.488 de_lowest_kcal_mol=43.1 smiles="Cc1ccc(NC(=O)CN2C(=O)COc3ccc(S(=O)(=O)N4CCOCC4)cc32)cc1N(C)C" e_homo_ev=-8.1
C -4.948 -2.629 -1.226 0.02 0.00 0.04
C -3.954 -1.765 -0.509 -0.04 -0.05 0.01
C -2.753 -2.312 -0.087 -0.15 0.21 0.02
C -1.764 -1.556 0.516 0.19 -0.01 0.09
C -1.978 -0.196 0.692 -0.08 -0.38 -0.14
C -3.184 0.370 0.294 -0.08 -0.02 0.00
C -4.187 -0.396 -0.292 0.39 -0.18 0.04
N -5.394 0.173 -0.733 -0.05 0.13 -0.14
C -5.388 1.585 -1.040 -0.03 -0.04 -0.07
H -5.429 2.228 -0.149 0.03 0.02 0.02
H -6.267 1.801 -1.649 0.01 0.08 0.02
H -4.499 1.828 -1.618 0.00 0.07 -0.01
C -6.584 -0.211 0.000 -0.06 0.01 0.01
H -6.522 -1.252 0.302 -0.06 -0.06 0.00
H -6.718 0.402 0.903 0.00 -0.02 0.03
H -7.458 -0.077 -0.639 -0.06 -0.03 0.05
H -3.336 1.427 0.459 -0.06 0.14 0.00
N -1.032 0.665 1.272 -0.43 0.30 -0.05
C 0.215 0.389 1.698 0.29 0.51 0.28
O 0.768 -0.691 1.676 0.08 -0.25 0.04
C 0.925 1.653 2.213 -0.10 -0.20 0.12
N 1.231 2.557 1.117 -0.09 0.00 0.24
C 0.361 3.566 0.862 0.04 0.10 -0.26
O -0.719 3.653 1.416 -0.14 0.21 0.05
C 0.863 4.619 -0.109 -0.22 0.44 0.22
H 1.456 5.344 0.474 -0.10 -0.12 -0.08
O 1.629 4.119 -1.181 0.02 -0.30 -0.11
C 2.472 3.092 -0.892 0.36 -0.22 -0.04
C 3.477 2.810 -1.809 -0.21 0.08 0.26
C 4.334 1.744 -1.599 0.10 -0.10 0.00
C 4.172 0.971 -0.468 0.31 -0.43 -0.04
C 3.178 1.230 0.454 -0.14 0.27 0.05
C 2.313 2.299 0.257 0.35 0.03 -0.40
H 3.088 0.557 1.288 -0.21 -0.05 0.16
S 5.207 -0.456 -0.152 -0.36 0.07 -0.05
O 6.023 -0.696 -1.309 -0.26 0.06 -0.11
O 5.852 -0.294 1.118 -0.18 -0.08 0.20
N 4.015 -1.607 0.032 0.67 0.74 0.00
C 3.402 -2.052 -1.198 -0.43 -0.25 -0.41
H 3.227 -1.178 -1.827 -0.13 -0.10 -0.14
C 2.081 -2.740 -0.836 0.09 0.36 -0.24
H 1.609 -3.166 -1.723 0.04 0.10 0.01
O 2.297 -3.807 0.055 -0.02 -0.27 -0.04
C 2.891 -3.346 1.251 0.27 0.18 0.14
H 3.012 -4.222 1.890 0.05 0.10 0.02
C 4.245 -2.694 0.960 0.05 -0.34 0.45
H 4.690 -2.270 1.860 -0.04 -0.18 0.08
H 4.931 -3.439 0.530 -0.04 0.03 0.08
H 2.230 -2.614 1.732 0.09 -0.08 0.02
H 1.413 -1.999 -0.374 0.01 -0.05 -0.10
H 4.060 -2.752 -1.732 -0.06 0.09 0.00
H 5.117 1.498 -2.297 0.07 0.01 -0.15
H 3.556 3.435 -2.684 0.02 0.08 -0.10
H 0.011 5.144 -0.547 0.12 -0.15 0.16
H 0.267 2.192 2.901 0.16 -0.09 -0.09
H 1.844 1.378 2.731 -0.13 -0.04 -0.07
H -1.343 1.628 1.367 0.22 -0.09 0.07
H -0.843 -2.013 0.832 0.06 0.00 0.01
H -2.575 -3.365 -0.248 0.02 -0.12 -0.04
H -4.427 -3.369 -1.830 -0.01 -0.06 -0.04
H -5.579 -2.023 -1.871 -0.08 -0.02 -0.07
H -5.584 -3.168 -0.523 -0.12 -0.04 -0.02


57
Properties=species:S:1:pos:R:3:forces:R:3 method="wB97M-V/def2-TZVPD" gap_ev=7.496 de_lowest_kcal_mol=8.8 smiles="Cc1cccc(NC(=S)N(CCN(C)C)Cc2cc3cc(C)ccc3[nH]c2=O)c1" e_homo_ev=-7.4
C 2.722 4.510 -5.026 0.05 -0.01 0.04
C 2.392 3.063 -4.813 0.03 -0.24 -0.16
C 1.656 2.683 -3.699 0.03 0.13 0.05
C 1.353 1.347 -3.465 0.22 0.32 -0.40
C 1.811 0.387 -4.372 -0.03 -0.01 0.07
C 2.545 0.762 -5.477 0.05 -0.02 0.00
C 2.836 2.096 -5.704 0.01 0.07 -0.03
H 3.409 2.385 -6.573 0.05 0.04 -0.10
H 2.891 0.009 -6.171 0.01 -0.06 -0.04
H 1.581 -0.655 -4.201 -0.06 -0.13 0.02
N 0.622 0.859 -2.382 -0.31 -0.56 0.45
C -0.105 1.476 -1.429 -0.18 0.31 0.02
N -0.790 0.651 -0.583 -0.01 -0.13 -0.16
C -1.007 -0.757 -0.852 0.17 -0.28 0.05
H -1.840 -1.070 -0.219 0.02 0.01 -0.10
H -1.313 -0.885 -1.897 -0.04 -0.04 0.07
C 0.216 -1.647 -0.557 -0.15 0.05 0.05
N 1.007 -1.879 -1.760 0.04 -0.21 0.04
C 2.420 -2.045 -1.467 0.01 0.04 -0.02
H 2.970 -2.123 -2.404 0.07 -0.02 -0.01
H 2.622 -2.942 -0.866 0.01 -0.03 0.03
H 2.777 -1.170 -0.928 0.07 0.02 0.03
C 0.497 -2.987 -2.543 -0.01 0.07 -0.06
H -0.551 -2.819 -2.783 -0.05 -0.04 -0.05
H 1.058 -3.059 -3.474 -0.03 -0.04 -0.07
H 0.583 -3.947 -2.011 0.00 0.00 0.04
H 0.841 -1.124 0.168 -0.08 -0.08 -0.03
H -0.113 -2.597 -0.108 0.05 -0.02 -0.03
C -1.519 1.216 0.530 0.05 0.36 0.09
C -1.290 0.528 1.839 -0.54 -0.14 0.01
C -2.324 0.204 2.654 0.45 0.13 -0.41
C -2.131 -0.355 3.951 0.39 -0.16 0.43
C -3.186 -0.689 4.809 0.25 -0.04 0.10
C -2.951 -1.213 6.062 -0.10 0.04 -0.06
C -1.627 -1.409 6.473 0.05 0.09 -0.22
C -0.569 -1.091 5.653 0.00 -0.02 0.04
C -0.809 -0.563 4.384 -0.71 -0.03 0.07
N 0.213 -0.243 3.533 0.36 -0.03 0.11
C 0.086 0.285 2.266 0.20 -0.16 0.27
O 1.088 0.486 1.600 0.11 0.24 -0.10
H 1.166 -0.388 3.848 -0.12 0.05 -0.18
H 0.448 -1.245 5.983 0.11 -0.02 0.05
H -1.438 -1.817 7.455 0.05 -0.04 0.11
C -4.077 -1.580 6.980 0.02 -0.05 0.01
H -3.930 -1.133 7.961 -0.07 0.02 0.08
H -5.030 -1.244 6.582 -0.09 0.00 0.03
H -4.118 -2.661 7.110 -0.08 -0.06 0.05
H -4.199 -0.524 4.470 -0.14 0.02 -0.03
H -3.340 0.389 2.332 -0.09 0.02 -0.11
H -2.595 1.232 0.308 0.08 0.05 0.06
H -1.179 2.260 0.610 -0.22 -0.32 0.03
S -0.251 3.124 -1.264 0.04 0.74 -0.07
H 0.704 -0.161 -2.298 0.04 -0.01 -0.04
H 1.321 3.440 -3.011 0.01 -0.06 -0.01
H 2.829 4.733 -6.086 0.01 0.06 -0.05
H 1.950 5.147 -4.603 -0.03 0.09 0.00
H 3.665 4.751 -4.533 0.05 0.09 0.00


60
Properties=species:S:1:pos:R:3:forces:R:3 method="wB97M-V/def2-TZVPD" gap_ev=8.230 de_lowest_kcal_mol=40.4 smiles="CCC(C)(C)n1nnnc1CN(Cc1cccs1)Cc1cc2cc(OC)ccc2[nH]c1=O" e_homo_ev=-7.9
C -2.824 -3.097 2.342 0.07 -0.10 -0.16
H -3.862 -2.802 2.212 -0.12 0.04 0.04
C -2.230 -3.647 1.049 0.00 0.20 0.17
H -2.821 -4.499 0.709 0.02 0.00 -0.13
H -1.217 -3.995 1.254 -0.09 -0.10 -0.10
C -2.169 -2.632 -0.108 -0.30 -0.91 -0.28
N -1.247 -1.570 0.273 0.38 1.36 0.00
C -1.087 -0.282 -0.136 -0.08 -0.57 0.35
N -0.060 0.214 0.522 -0.39 0.54 -0.32
N 0.408 -0.756 1.295 0.65 0.03 0.57
N -0.275 -1.811 1.159 -0.08 -1.08 0.24
C -1.895 0.453 -1.156 -0.48 0.05 -0.28
N -1.385 1.734 -1.589 0.00 0.00 0.07
C -1.188 2.708 -0.520 0.17 0.10 -0.01
C -2.437 2.870 0.275 -0.23 0.23 -0.10
C -2.670 2.493 1.561 0.20 0.05 -0.18
C -3.989 2.765 1.991 -0.24 0.05 0.03
C -4.743 3.340 1.021 0.06 0.11 -0.33
S -3.858 3.566 -0.437 0.19 -0.29 0.47
H -5.768 3.650 1.067 -0.22 0.05 0.08
H -4.354 2.540 2.978 -0.10 -0.02 0.15
H -1.918 2.039 2.181 0.20 -0.10 0.07
H -0.374 2.419 0.160 -0.14 0.21 -0.11
H -0.933 3.656 -1.004 0.06 -0.03 0.04
C -0.284 1.663 -2.537 0.02 -0.11 -0.13
C 0.979 1.062 -1.978 0.28 0.54 -0.10
C 1.926 1.792 -1.349 -0.35 -0.27 -0.47
C 3.057 1.184 -0.725 0.32 -0.46 0.20
C 4.037 1.912 -0.052 0.19 -0.21 0.11
C 5.106 1.274 0.558 -0.20 0.02 -0.14
C 5.195 -0.121 0.502 0.12 0.18 0.09
C 4.234 -0.854 -0.161 -0.17 0.08 -0.10
C 3.164 -0.218 -0.783 0.38 0.55 0.30
N 2.209 -0.924 -1.466 -0.19 -0.38 -0.16
C 1.103 -0.390 -2.071 0.47 -0.17 0.05
O 0.303 -1.123 -2.642 -0.20 -0.04 -0.17
H 2.288 -1.934 -1.494 -0.13 0.18 -0.07
H 4.309 -1.931 -0.196 0.01 -0.12 0.00
H 6.011 -0.642 0.976 0.08 -0.02 0.05
O 6.011 2.083 1.179 -0.19 0.14 -0.09
C 7.113 1.493 1.824 0.14 -0.07 0.08
H 7.686 2.320 2.241 0.00 -0.10 -0.01
H 7.743 0.939 1.120 -0.03 0.01 0.03
H 6.798 0.828 2.634 0.01 0.01 -0.03
H 3.972 2.987 0.004 -0.01 0.16 0.01
H 1.834 2.868 -1.293 -0.06 0.15 -0.02
H -0.623 1.050 -3.378 0.09 0.14 0.01
H -0.094 2.679 -2.891 0.04 -0.05 -0.01
H -2.899 0.622 -0.748 0.07 -0.13 -0.07
H -1.981 -0.177 -2.045 -0.08 0.02 0.10
C -1.599 -3.322 -1.353 -0.10 0.14 0.07
H -1.311 -2.592 -2.106 -0.02 0.00 -0.04
H -0.714 -3.897 -1.090 0.10 -0.04 0.02
H -2.340 -3.995 -1.776 -0.11 -0.13 -0.01
C -3.561 -2.068 -0.398 0.22 0.07 0.07
H -3.847 -1.326 0.344 -0.08 0.06 0.06
H -4.283 -2.880 -0.366 -0.04 -0.08 -0.01
H -3.607 -1.617 -1.385 -0.04 0.07 -0.08
H -2.784 -3.863 3.112 -0.04 -0.03 0.11
H -2.254 -2.241 2.692 0.00 0.08 0.08


61
Properties=species:S:1:pos:R:3:forces:R:3 method="wB97M-V/def2-TZVPD" gap_ev=8.556 de_lowest_kcal_mol=15.9 smiles="COCC(=O)N(C)C1(c2nnnn2CCOC(=O)Nc2cccc3ccccc23)CCCC1" e_homo_ev=-8.3
C 1.683 -2.072 4.912 0.08 -0.07 0.09
H 2.737 -1.789 5.022 -0.02 -0.02 0.00
O 1.029 -1.255 3.975 -0.18 0.15 -0.22
C 1.032 0.107 4.333 0.00 0.10 0.25
C 0.213 0.912 3.326 0.33 -0.19 0.49
O -0.698 1.622 3.714 -0.03 0.13 0.26
N 0.518 0.778 2.019 -0.13 0.13 -0.27
C 1.653 0.026 1.530 0.22 -0.35 -0.07
H 2.100 0.540 0.683 0.04 0.02 -0.01
H 2.404 -0.057 2.309 0.04 0.03 -0.03
H 1.365 -0.985 1.227 0.10 0.09 -0.02
C -0.372 1.481 1.081 -0.13 0.37 0.01
C -1.805 1.248 1.443 -0.62 -0.54 0.17
N -2.759 2.124 1.211 0.99 0.35 -0.26
N -3.899 1.550 1.558 -0.92 0.29 -0.02
N -3.710 0.375 1.981 -0.39 -1.13 0.51
N -2.396 0.121 1.920 0.34 1.35 -0.61
C -1.903 -1.170 2.311 -0.10 -0.67 -0.07
H -0.821 -1.212 2.198 -0.22 0.06 0.03
H -2.157 -1.341 3.360 0.08 0.00 -0.06
C -2.563 -2.263 1.462 0.17 -0.03 0.49
H -3.644 -2.257 1.610 0.18 -0.04 0.00
H -2.136 -3.232 1.738 -0.09 0.10 -0.01
O -2.393 -2.037 0.068 0.10 0.07 -0.37
C -1.137 -2.162 -0.421 -0.39 0.10 0.12
O -0.178 -2.479 0.239 0.20 -0.16 0.17
N -1.148 -1.852 -1.742 -0.44 0.15 -0.39
C -0.018 -1.639 -2.548 0.44 -0.28 0.16
C 1.126 -2.374 -2.350 -0.32 0.05 0.10
C 2.260 -2.154 -3.140 0.11 0.23 -0.27
C 2.245 -1.209 -4.126 0.16 -0.16 0.11
C 1.091 -0.433 -4.357 -0.21 -0.11 0.18
C 1.069 0.558 -5.361 -0.12 0.15 -0.09
C -0.040 1.329 -5.566 0.26 -0.03 -0.10
C -1.179 1.140 -4.772 -0.19 -0.10 0.19
C -1.194 0.181 -3.797 -0.16 0.11 -0.03
C -0.068 -0.636 -3.559 0.25 0.00 -0.11
H -2.087 0.069 -3.199 -0.07 0.05 0.04
H -2.048 1.759 -4.933 -0.09 0.03 0.02
H -0.047 2.087 -6.335 0.03 0.05 -0.07
H 1.954 0.696 -5.965 0.08 0.02 -0.06
H 3.116 -1.039 -4.742 0.09 0.01 -0.06
H 3.144 -2.747 -2.961 0.09 -0.04 -0.01
H 1.151 -3.120 -1.574 -0.04 -0.04 0.04
H -2.042 -1.550 -2.103 0.12 -0.08 0.14
C -0.161 1.079 -0.394 0.08 -0.05 -0.08
H -1.131 1.106 -0.892 0.01 -0.07 0.06
C 0.770 2.131 -1.022 0.16 0.00 -0.06
H 1.669 1.674 -1.437 0.01 0.01 -0.08
H 0.256 2.636 -1.840 0.01 -0.02 -0.07
C 1.096 3.130 0.095 -0.08 -0.02 0.01
H 1.186 4.148 -0.282 0.09 0.04 0.03
H 2.037 2.872 0.585 0.07 0.01 0.00
C -0.062 2.991 1.075 0.07 0.05 -0.01
H -0.945 3.515 0.712 0.03 0.04 0.00
H 0.165 3.351 2.075 -0.10 0.01 0.03
H 0.233 0.073 -0.486 -0.03 -0.09 -0.02
H 2.061 0.501 4.391 -0.07 -0.05 -0.02
H 0.560 0.254 5.315 0.05 0.04 -0.20
H 1.617 -3.089 4.531 0.05 -0.02 0.09
H 1.199 -2.015 5.895 0.02 -0.01 -0.02